An isolated ion of composition C3H7O3S3 and charge -1 at a distorted geometry, computed with the ωB97M-V functional and the def2-TZVPD basis.

Values from the calculation:
SMILES string   CC[C@@H](SS)S(=O)(=O)[O-]
Lowest unoccupied orbital energy   3.3 eV
Energy above the lowest of the compared OMol25 structures with the same formula, charge and spin   24.48 kcal per mole
Total charge   -1
HOMO-LUMO gap   7.3 eV
Largest force on an atom   4.18 eV/Å

```
16
C3H7O3S3 (the ωB97M-V functional and the def2-TZVPD basis)
C 0.9478 0.3211 -1.7635
C 0.9785 -0.4575 -0.4316
C -0.3627 -0.6974 0.0420
O -2.3659 0.0533 1.5573
O -2.1671 1.0627 -0.7096
O -0.6565 1.6996 1.1114
S 0.5341 -0.2352 2.7314
S -0.2572 -1.7807 1.7787
S -1.4951 0.6015 0.5233
H 1.9554 0.5150 -2.2165
H 0.1993 -0.2149 -2.4195
H 0.5837 1.2483 -1.5810
H 1.6019 -0.1435 0.4382
H 1.5554 -1.4034 -0.5160
H -0.8509 -1.3715 -0.6327
H -0.2006 0.8025 2.0879
```

A 2-piece molecular cluster, C5H9N overall, computed with the ωB97M-V functional and the def2-TZVPD basis.

Values from the calculation:
SMILES string   C1=NC1.C=CC
Lowest unoccupied orbital energy   1.1 eV
Energy above the lowest of the compared OMol25 structures with the same formula, charge and spin   69.35 kcal per mole
Total charge   0
HOMO-LUMO gap   10.7 eV
Largest force on an atom   0.50 eV/Å

```
15
C5H9N (the ωB97M-V functional and the def2-TZVPD basis)
C -1.1041 1.1132 1.0617
C -2.1978 -0.2460 -0.7401
C -1.4842 -0.1673 0.3795
N 1.5357 -1.0320 0.2347
C 2.9119 -0.6820 -0.3068
C 1.5980 -0.3449 -0.8105
H -1.4313 1.9864 0.4869
H -1.5548 1.1731 2.0595
H -2.4557 -1.2049 -1.1817
H -2.5706 0.6449 -1.2444
H -1.1267 -1.0831 0.8504
H 3.4829 0.0430 0.2697
H 3.4907 -1.4967 -0.7408
H 0.9232 0.1293 -1.5139
H -0.0173 1.1669 1.1957
```

A 2-piece molecular cluster, C14H16O2 overall at a distorted geometry, computed with the ωB97M-V functional and the def2-TZVPD basis.

Values from the calculation:
Expectation value of S²   0.765
Lowest unoccupied orbital energy (alpha / beta)   -3.4 / -7.4 eV
Energy above the lowest of the compared OMol25 structures with the same formula, charge and spin   17.96 kcal per mole
Total charge   +1
HOMO-LUMO gap (alpha / beta)   8.2 / 4.0 eV
Spin multiplicity   2
Largest force on an atom   2.45 eV/Å

```
32
C14H16O2 (the ωB97M-V functional and the def2-TZVPD basis)
C 0.8119 3.0166 -0.8842
C -1.1627 1.3295 -0.6963
C 0.0988 1.7459 -1.2440
C -1.7642 0.1065 -0.9743
C -1.1939 -0.6698 -1.9685
C 0.4681 1.0510 -2.3863
C -0.0336 -0.2431 -2.5898
O -1.7438 -1.9312 -2.0832
H -1.5140 1.9907 0.0899
H -2.6408 -0.1780 -0.3241
H 0.9880 2.9924 0.1943
H 0.0882 3.8033 -1.2008
H 1.2923 1.4070 -2.9755
H -1.4008 -2.3688 -2.8725
H 0.5490 -0.8916 -3.2604
H 1.7739 3.0665 -1.3638
C 1.1444 -2.8741 0.2772
C -0.1961 0.6491 2.3171
C -0.9650 -0.5144 2.4103
C 1.1197 0.5688 1.7986
C -0.5246 -1.7234 1.8784
C 1.6015 -0.6322 1.3292
C 0.7081 -1.7409 1.2103
O -0.6752 1.8312 2.6943
H -1.8999 -0.4304 2.9681
H -1.4143 1.7124 3.3090
H 1.6331 1.5114 1.6204
H -1.2450 -2.5464 1.8553
H 2.5484 -0.6463 0.8113
H 0.5904 -3.7816 0.4957
H 2.2158 -2.9243 0.2830
H 0.7423 -2.6860 -0.7189
```

C19H29CeN2O3PS as an isolated structure at a distorted geometry, computed with the ωB97M-V functional and the def2-TZVPD basis.

Values from the calculation:
Lowest unoccupied orbital energy (alpha / beta)   -16.8 / -16.8 eV
Energy above the lowest of the compared OMol25 structures with the same formula, charge and spin   0.45 kcal per mole
Total charge   +4
HOMO-LUMO gap (alpha / beta)   3.7 / 3.7 eV
Largest force on an atom   9.32 eV/Å

```
56
C19H29CeN2O3PS (the ωB97M-V functional and the def2-TZVPD basis)
Ce 0.4171 -0.9330 0.6905
C -1.7395 -0.1304 0.2527
O -2.8349 0.3059 0.3038
C 0.2061 1.4246 0.7951
O 0.0137 2.5918 0.8970
C 2.2261 0.7620 0.6244
O 3.1710 1.4176 0.8540
C -1.3462 1.1968 -2.6676
P 0.1133 0.4969 -1.7833
H 0.5836 -1.1019 -3.5136
H -2.1889 0.5511 -2.4024
C 1.5522 1.1978 -2.7444
H 1.2699 1.0949 -3.8002
C -1.1715 1.2300 -4.1858
H -0.8344 0.2862 -4.6347
H -0.4705 2.0207 -4.4838
H -2.1340 1.4675 -4.6646
C -1.6556 2.6027 -2.1595
H -0.8526 3.3030 -2.4344
C 0.9544 -2.1839 -1.6929
H -1.7896 2.6550 -1.0708
H -2.5822 2.9588 -2.6405
C -1.3349 -1.7968 -2.7683
H 0.3570 -2.7111 -0.9388
H 1.2965 -2.9997 -2.3130
H 1.8569 -1.7150 -1.2474
C 0.0972 -1.2284 -2.5260
H -1.2441 -2.8860 -2.9258
H -1.7599 -1.3828 -3.6930
H -2.0525 -1.6249 -1.9445
C 2.8557 0.4187 -2.5469
H 3.1656 0.4106 -1.4902
H 3.6571 0.9091 -3.1230
H 2.7991 -0.6184 -2.9022
C 1.7691 2.6745 -2.4286
H 1.8890 2.8518 -1.3538
H 0.9524 3.3046 -2.7822
H 2.6826 3.0264 -2.9346
H 0.1721 -3.9156 0.2145
H 0.0051 -3.5229 0.8907
N -1.8003 -3.1502 2.5349
C -1.1339 -2.3714 3.4601
N -0.4368 -1.2662 3.1726
C -0.2611 -0.4911 4.3485
C 0.3542 0.7551 4.4488
C 0.4913 1.3579 5.6977
C 0.0484 0.7136 6.8585
C -0.5750 -0.5321 6.7542
C -0.7658 -1.0951 5.5093
S -1.5072 -2.6411 5.1442
H -2.0791 -4.0347 2.9639
H -1.3870 -3.2754 1.5904
H 0.7247 1.2345 3.5401
H 0.9689 2.3270 5.7956
H 0.1877 1.1550 7.8398
H -0.9006 -1.0938 7.6156
```

- The lowest total charge belongs to which entry?
  C3H7O3S3